DFT (wB97M-V/def2-TZVPD) results for one molecule with the formula C18H18BrN5O2S in a non-equilibrium geometry.

Output
SMILES: O=C(Nc1nnc(N2CCCCCC2)s1)c1cc(-c2ccc(Br)cc2)on1
LUMO level in eV: -0.296
Energy above the lowest of the compared OMol25 structures with the same formula, charge and spin in kcal per mole: 75.38
Gap between HOMO and LUMO in eV: 7.619

The geometry in ORCA input format:
```
! wB97M-V def2-TZVPD RIJCOSX def2/J DEFGRID3
* xyz 0 1
O 0.180 -1.466 -0.588
C 0.814 -1.498 0.478
N 1.165 -0.306 1.159
C 0.819 1.038 0.764
N 1.131 2.076 1.585
N 0.805 3.299 1.157
C 0.082 3.286 0.096
N -0.431 4.480 -0.391
C -1.038 4.514 -1.687
C -2.665 4.415 -1.751
C -3.449 5.580 -1.145
C -2.979 6.075 0.189
C -1.656 6.763 0.252
C -0.451 5.782 0.416
S -0.282 1.641 -0.527
C 1.195 -2.845 1.036
C 1.243 -4.039 0.326
C 1.657 -5.089 1.114
C 1.849 -6.463 0.522
C 2.299 -6.643 -0.781
C 2.380 -7.935 -1.252
C 2.196 -9.016 -0.406
Br 2.477 -10.752 -0.944
C 1.963 -8.887 0.862
C 1.687 -7.607 1.352
O 1.682 -4.624 2.377
N 1.510 -3.128 2.286
H 1.562 -0.344 2.067
H -0.591 5.335 -2.282
H -0.715 3.625 -2.309
H -2.924 4.437 -2.770
H -3.017 3.457 -1.338
H -4.477 5.117 -0.977
H -3.584 6.411 -1.873
H -3.634 6.837 0.597
H -3.131 5.270 0.987
H -1.669 7.354 -0.601
H -1.543 7.495 1.077
H -0.339 5.497 1.458
H 0.527 6.273 0.164
H 1.125 -4.215 -0.755
H 2.482 -5.726 -1.386
H 2.594 -8.220 -2.317
H 1.736 -9.792 1.370
H 1.414 -7.462 2.391
*
```